{
  "formula": "C43H116N16O18",
  "method": "ωB97M-V with the def2-TZVPD basis set",
  "elements": ["C", "O", "C", "C", "N", "C", "C", "O", "C", "H", "H", "H", "H", "H", "H", "H", "H", "H", "H", "H", "H", "H", "H", "H", "C", "O", "C", "C", "N", "C", "C", "O", "C", "H", "H", "H", "H", "H", "H", "H", "H", "H", "H", "H", "H", "H", "H", "H", "C", "O", "C", "C", "N", "C", "C", "O", "C", "H", "H", "H", "H", "H", "H", "H", "H", "H", "H", "H", "H", "H", "H", "H", "C", "O", "C", "C", "N", "C", "C", "O", "C", "H", "H", "H", "H", "H", "H", "H", "H", "H", "H", "H", "H", "H", "H", "H", "C", "O", "C", "C", "N", "C", "C", "O", "C", "H", "H", "H", "H", "H", "H", "H", "H", "H", "H", "H", "H", "H", "H", "H", "C", "O", "C", "C", "N", "C", "C", "O", "C", "H", "H", "H", "H", "H", "H", "H", "H", "H", "H", "H", "H", "H", "H", "H", "N", "C", "N", "O", "H", "H", "H", "H", "N", "C", "N", "O", "H", "H", "H", "H", "N", "C", "N", "O", "H", "H", "H", "H", "N", "C", "N", "O", "H", "H", "H", "H", "N", "C", "N", "O", "H", "H", "H", "H", "C", "C", "O", "H", "H", "H", "H", "H", "H"],
  "coordinates": [[-0.8455, 3.1161, 6.7173], [-0.5384, 4.2604, 5.9934], [0.7350, 4.4271, 5.3650], [0.5332, 5.2675, 4.0962], [1.8475, 5.5974, 3.4414], [2.2332, 4.9366, 2.1906], [1.7678, 5.6697, 0.9032], [0.4546, 5.2384, 0.6884], [-0.3782, 6.0767, -0.2199], [-0.2556, 3.1505, 7.6364], [-0.4532, 2.1587, 6.2436], [-1.8983, 3.1326, 6.8996], [1.1817, 3.4288, 5.1996], [1.5515, 4.8757, 6.0366], [0.0520, 6.1945, 4.4182], [-0.0735, 4.8409, 3.3026], [2.1996, 6.5444, 3.5438], [1.7626, 3.9692, 2.3183], [3.3315, 4.8363, 2.2780], [2.4614, 5.5316, 0.0503], [1.8033, 6.7745, 1.0931], [-0.5622, 6.9740, 0.3633], [-1.3378, 5.5967, -0.3085], [0.1163, 6.2843, -1.1675], [-3.7110, 2.9143, 3.6156], [-3.7240, 1.8234, 2.7410], [-3.2620, 0.5768, 3.2101], [-1.7485, 0.6553, 3.4358], [-1.1392, -0.4926, 4.0253], [-1.6375, -1.0074, 5.3478], [-0.7966, -2.1756, 5.8129], [0.5181, -1.7921, 6.3155], [1.3337, -2.9205, 6.6176], [-4.3760, 3.7225, 3.2431], [-2.7513, 3.3863, 3.6462], [-3.8548, 2.6626, 4.6876], [-3.6139, -0.1426, 2.4774], [-3.7652, 0.3901, 4.1814], [-1.6138, 1.4966, 4.1374], [-1.3179, 1.0152, 2.5052], [-1.2287, -1.3027, 3.3849], [-2.5929, -1.4574, 5.1214], [-1.7956, -0.1482, 5.9867], [-0.6465, -2.8816, 4.9691], [-1.3753, -2.8269, 6.5353], [2.2511, -2.5215, 7.0526], [1.5344, -3.5147, 5.6622], [0.8004, -3.5448, 7.3143], [-3.2150, 5.1285, -7.4010], [-3.0338, 4.2887, -6.2788], [-3.4461, 4.8874, -5.0377], [-3.0985, 3.9466, -3.8243], [-1.6380, 3.6850, -3.8495], [-1.2136, 3.0280, -2.6630], [0.0509, 2.2538, -2.9461], [-0.3041, 1.0617, -3.7182], [0.8046, 0.4061, -4.3449], [-2.4413, 5.8493, -7.4366], [-4.2146, 5.6648, -7.3380], [-3.1636, 4.5154, -8.2920], [-4.5242, 5.1266, -5.1132], [-2.8982, 5.8385, -4.9483], [-3.6417, 3.0385, -3.7786], [-3.2345, 4.5946, -2.9333], [-1.5527, 2.9816, -4.5653], [-1.9164, 2.2883, -2.2946], [-1.0940, 3.7858, -1.8710], [0.5980, 1.8925, -2.0133], [0.7218, 2.8997, -3.5183], [1.7437, 0.7172, -3.9581], [0.7645, 0.5911, -5.3728], [0.6560, -0.6244, -4.1563], [-3.5612, -3.8488, 2.9589], [-2.1443, -3.7213, 3.0778], [-1.6284, -3.6595, 1.7467], [-0.1567, -3.9042, 1.7311], [0.0828, -5.2805, 2.2278], [1.4507, -5.6914, 2.2694], [1.7412, -7.1973, 2.6316], [1.3662, -7.3042, 3.9758], [1.2024, -8.6503, 4.3669], [-3.9906, -4.8209, 2.7472], [-3.9474, -3.1795, 2.1843], [-4.0181, -3.5112, 3.9283], [-1.8842, -2.7087, 1.3842], [-2.0974, -4.4487, 1.1094], [0.4486, -3.1801, 2.2815], [0.1474, -3.8542, 0.6696], [-0.4256, -5.4391, 3.1001], [2.0191, -5.1274, 2.9837], [1.8604, -5.5877, 1.2446], [2.8335, -7.5566, 2.5601], [1.1404, -7.9410, 2.0449], [1.1139, -8.7031, 5.5141], [2.0356, -9.2806, 3.9425], [0.2083, -9.0096, 3.9786], [3.5376, 2.3737, 0.2769], [3.6610, 1.2855, -0.5441], [4.9436, 0.7770, -0.7759], [5.7153, 1.6615, -1.7351], [4.9968, 1.6730, -3.0100], [5.6023, 2.4852, -4.0890], [5.2118, 3.9210, -4.0625], [3.7952, 3.9860, -3.9773], [3.5070, 5.3558, -4.2666], [2.4892, 2.5030, 0.3633], [3.9498, 3.2909, -0.1512], [4.0835, 2.3196, 1.2598], [4.8065, -0.1398, -1.3957], [5.5694, 0.4603, 0.1140], [6.7274, 1.2445, -1.8990], [5.8501, 2.6445, -1.3486], [4.0343, 1.9785, -2.8386], [5.3848, 1.9717, -5.0287], [6.6994, 2.4697, -3.9862], [5.6296, 4.4791, -4.8790], [5.6607, 4.2913, -3.1063], [2.4432, 5.4977, -4.3825], [3.9405, 5.6370, -5.2485], [3.8461, 6.0030, -3.4436], [-5.9691, -3.8240, -2.8961], [-4.7780, -4.3807, -2.2758], [-4.3874, -3.7139, -1.1182], [-3.9352, -2.2958, -1.1792], [-2.9380, -2.2112, -2.2766], [-2.5240, -0.8649, -2.6122], [-3.5823, -0.0028, -3.2837], [-4.1095, -0.7564, -4.4755], [-5.3712, -0.2977, -4.8953], [-6.5306, -4.5855, -3.4837], [-5.7425, -2.9483, -3.5107], [-6.5769, -3.6425, -2.0397], [-3.5560, -4.3883, -0.7347], [-5.2390, -3.7106, -0.4165], [-3.4585, -2.1525, -0.1941], [-4.7546, -1.5991, -1.4286], [-3.3508, -2.6919, -3.0627], [-1.6303, -0.8780, -3.2341], [-2.1504, -0.3864, -1.7063], [-3.1682, 0.8767, -3.7333], [-4.4508, 0.2864, -2.7249], [-5.9791, -0.0534, -4.0451], [-5.8574, -1.1294, -5.4547], [-5.2625, 0.5784, -5.5093], [-0.9056, 2.3819, 0.3798], [-2.2059, 2.8578, 0.2332], [-3.0248, 1.7836, -0.0360], [-2.5499, 3.9662, 0.5281], [-0.0904, 3.0143, 0.5183], [-0.7312, 1.4144, 0.1417], [-4.0070, 1.9689, 0.1532], [-2.6261, 0.8892, 0.1708], [2.9556, -2.8298, -4.1413], [3.3199, -1.8115, -3.3001], [4.4361, -1.2015, -3.6814], [2.7139, -1.4998, -2.2393], [3.0298, -2.6107, -5.1117], [2.1083, -3.2684, -3.8705], [4.5426, -0.2112, -3.3088], [5.1083, -1.4670, -4.3663], [3.8365, -2.5043, 0.5299], [3.8426, -3.8534, 0.6538], [3.4084, -4.5614, -0.4625], [4.2848, -4.5113, 1.5976], [3.8019, -2.0527, -0.3536], [4.2259, -2.0149, 1.3579], [2.8048, -4.0979, -1.1380], [3.2669, -5.5176, -0.2356], [1.5056, 0.8147, 3.3806], [2.5148, -0.0545, 3.2116], [2.3405, -1.2967, 3.7826], [3.4312, 0.2504, 2.4337], [1.3951, 1.6098, 2.7954], [0.7378, 0.4819, 3.9197], [3.1518, -1.8936, 3.8520], [1.5475, -1.4984, 4.3772], [1.1789, 0.0578, 0.2573], [0.0733, -0.7266, 0.0464], [0.0941, -1.5663, -1.0011], [-0.8707, -0.6661, 0.8770], [1.2678, 0.3371, 1.2016], [1.9719, -0.0058, -0.3666], [-0.7391, -2.1574, -1.1702], [1.0113, -1.7518, -1.4798], [0.3148, -5.7075, -1.8505], [-0.4876, -4.7229, -2.7347], [0.3154, -3.7289, -3.3496], [0.5492, -5.2017, -0.8971], [1.3162, -5.9937, -2.3056], [-0.1796, -6.6688, -1.6223], [-1.1939, -4.2617, -2.0744], [-1.0049, -5.3584, -3.4672], [-0.2501, -2.9885, -3.5048]],
  "smiles": "COCCNCCOC.COCCNCCOC.COCCNCCOC.COCCNCCOC.COCCNCCOC.COCCNCCOC.NC(N)=O.NC(N)=O.NC(N)=O.NC(N)=O.NC(N)=O.CCO"
}

---

{
  "formula": "C43H132N30O19",
  "method": "ωB97M-V with the def2-TZVPD basis set",
  "elements": ["C", "C", "C", "O", "C", "N", "H", "H", "H", "H", "H", "H", "H", "H", "H", "H", "H", "C", "C", "C", "O", "C", "N", "H", "H", "H", "H", "H", "H", "H", "H", "H", "H", "H", "C", "C", "C", "O", "C", "N", "H", "H", "H", "H", "H", "H", "H", "H", "H", "H", "H", "C", "C", "C", "O", "C", "N", "H", "H", "H", "H", "H", "H", "H", "H", "H", "H", "H", "C", "C", "C", "O", "C", "N", "H", "H", "H", "H", "H", "H", "H", "H", "H", "H", "H", "C", "C", "C", "O", "C", "N", "H", "H", "H", "H", "H", "H", "H", "H", "H", "H", "H", "C", "C", "C", "O", "C", "N", "H", "H", "H", "H", "H", "H", "H", "H", "H", "H", "H", "C", "C", "C", "O", "C", "N", "H", "H", "H", "H", "H", "H", "H", "H", "H", "H", "H", "C", "O", "N", "N", "H", "H", "H", "H", "C", "O", "N", "N", "H", "H", "H", "H", "C", "O", "N", "N", "H", "H", "H", "H", "C", "O", "N", "N", "H", "H", "H", "H", "C", "O", "N", "N", "H", "H", "H", "H", "C", "O", "N", "N", "H", "H", "H", "H", "C", "O", "N", "N", "H", "H", "H", "H", "C", "O", "N", "N", "H", "H", "H", "H", "C", "O", "N", "N", "H", "H", "H", "H", "C", "O", "N", "N", "H", "H", "H", "H", "C", "O", "N", "N", "H", "H", "H", "H"],
  "coordinates": [[-0.8763, -5.0389, 4.2919], [-1.3700, -3.6280, 4.0633], [-0.2263, -2.5995, 3.9764], [0.6098, -2.7652, 5.1523], [1.8227, -2.0385, 5.0833], [-2.3065, -3.4285, 2.9244], [0.0306, -5.2250, 3.6129], [-1.5930, -5.8154, 4.0979], [-0.5067, -5.1549, 5.2876], [-1.9179, -3.2310, 4.9589], [-0.5955, -1.6172, 3.8412], [0.4804, -2.7864, 3.1273], [2.4003, -2.0569, 6.0213], [1.6338, -1.0682, 4.7522], [2.4733, -2.4592, 4.3269], [-3.1454, -3.9287, 3.2121], [-1.8873, -3.8963, 2.1347], [8.3620, 0.1688, -3.7392], [7.0094, 0.8175, -3.3119], [5.9286, 0.3883, -4.3682], [6.3875, 1.0296, -5.5335], [5.5090, 1.0236, -6.6071], [6.5772, 0.4220, -1.9574], [8.3672, -0.9667, -3.6308], [9.0548, 0.6182, -3.0287], [8.7161, 0.4464, -4.7732], [7.0817, 1.9183, -3.2858], [4.9328, 0.7520, -4.1155], [5.7373, -0.6957, -4.5180], [4.4664, 1.2922, -6.2473], [5.4801, 0.0306, -7.0267], [5.9166, 1.6673, -7.3382], [7.1310, 0.6793, -1.1235], [6.3946, -0.5600, -1.7642], [1.7441, -2.7615, -3.7410], [2.5684, -1.5300, -3.2521], [1.6559, -0.3243, -3.2839], [1.3503, 0.0561, -4.5973], [0.7027, 1.3387, -4.6468], [3.0667, -1.6104, -1.8944], [1.0860, -3.0975, -2.9338], [2.3760, -3.6297, -3.9846], [1.1538, -2.6773, -4.6355], [3.2805, -1.2698, -4.0071], [2.0655, 0.6149, -2.7513], [0.7662, -0.6130, -2.6204], [0.9620, 1.7960, -5.5733], [0.9706, 1.9185, -3.7934], [-0.4043, 1.2565, -4.6211], [2.2190, -1.8325, -1.3974], [3.2800, -0.6728, -1.5958], [2.6940, 1.9662, 4.9719], [1.5753, 3.0363, 4.9340], [1.5568, 4.0130, 3.7230], [2.7888, 4.4617, 3.2919], [2.7584, 5.5535, 2.4053], [0.2516, 2.4276, 5.0203], [3.6185, 2.5346, 4.7949], [2.6004, 1.2832, 4.1697], [2.7792, 1.5700, 5.9401], [1.6743, 3.6739, 5.8247], [0.9647, 4.8832, 4.0719], [0.9964, 3.5169, 2.8855], [3.8041, 5.7538, 2.0171], [2.4721, 6.5052, 2.8750], [2.1150, 5.4131, 1.5416], [0.0640, 1.9781, 5.9027], [0.1142, 1.7730, 4.2114], [-3.0544, 6.4534, 0.9754], [-2.1776, 5.2473, 0.7845], [-0.9918, 5.5855, -0.0366], [-0.2530, 4.4109, -0.4447], [0.8902, 4.6579, -1.3354], [-1.7085, 4.7650, 2.1139], [-3.8437, 6.6371, 0.2218], [-2.4077, 7.3320, 1.0950], [-3.4151, 6.4057, 2.0087], [-2.7296, 4.4408, 0.2450], [-0.4001, 6.2920, 0.5463], [-1.3706, 6.0646, -0.9240], [1.2442, 3.6984, -1.6144], [1.6287, 5.1220, -0.7766], [0.6657, 5.3559, -2.1418], [-0.8978, 4.1902, 2.0064], [-2.4002, 4.2856, 2.6809], [-1.6621, 1.1071, 0.2068], [-0.7444, 0.1915, 1.0336], [0.2262, -0.4879, 0.1226], [-0.4288, -1.3215, -0.7895], [-0.8342, -2.4876, -0.1766], [-0.1417, 0.9651, 2.1174], [-1.2622, 2.1486, 0.1090], [-2.6819, 1.0657, 0.5939], [-1.7639, 0.7508, -0.8724], [-1.3237, -0.5570, 1.5430], [1.0746, -0.9390, 0.6598], [0.7028, 0.3322, -0.4116], [-1.3637, -3.0157, -0.9632], [-1.5039, -2.4345, 0.6377], [0.0066, -3.0562, 0.2813], [-0.8350, 1.4257, 2.6737], [0.4556, 1.7059, 1.7763], [-1.2328, -3.6346, -5.3535], [-1.4960, -2.1477, -5.0988], [-2.4541, -1.6172, -6.1813], [-1.7691, -1.5092, -7.4290], [-0.9654, -0.4113, -7.4138], [-1.9506, -2.0264, -3.7305], [-2.1697, -4.2412, -5.3558], [-0.4504, -4.1628, -4.7840], [-0.9578, -3.8268, -6.4334], [-0.5418, -1.5998, -5.2506], [-2.8281, -0.6028, -5.8380], [-3.3230, -2.1801, -6.3369], [-0.3372, -0.2810, -8.2817], [-0.4013, -0.3763, -6.4664], [-1.5587, 0.5361, -7.4023], [-1.1993, -2.2470, -3.1398], [-2.2570, -1.0946, -3.4903], [-4.7799, 1.3598, -5.0916], [-3.5873, 2.1733, -4.5738], [-4.0598, 3.5533, -4.1279], [-5.0311, 3.4592, -3.0857], [-5.1356, 4.6164, -2.2969], [-2.9458, 1.3853, -3.5357], [-5.1343, 1.8751, -5.9994], [-5.6057, 1.2506, -4.4556], [-4.4159, 0.3630, -5.2732], [-2.8706, 2.3319, -5.3754], [-4.4603, 4.1876, -4.9846], [-3.2010, 4.1149, -3.7931], [-5.9912, 4.4152, -1.6696], [-5.3423, 5.4830, -2.9281], [-4.2693, 4.8029, -1.7130], [-2.3976, 1.9586, -2.8863], [-3.5592, 0.8240, -2.9688], [-4.0594, -4.4010, -0.9228], [-3.1234, -5.1403, -0.4969], [-5.2810, -4.4744, -0.4057], [-3.8906, -3.5049, -1.9245], [-5.9563, -3.7352, -0.5124], [-5.3818, -5.3231, 0.1163], [-3.0195, -3.2237, -2.3122], [-4.6738, -2.8683, -2.1247], [4.2167, -0.9633, 1.9253], [3.0655, -0.4744, 1.9106], [4.7877, -1.7845, 1.1002], [5.0570, -0.6378, 2.9834], [5.7232, -2.0173, 1.0960], [4.3300, -2.0405, 0.2051], [4.6370, 0.1509, 3.4574], [6.0386, -0.5194, 2.8519], [4.6761, -7.4659, -0.5846], [5.8653, -7.2627, -0.7999], [3.8646, -8.0615, -1.5244], [3.9635, -7.0126, 0.5225], [2.8968, -8.0984, -1.3597], [4.2294, -7.7496, -2.4051], [2.9656, -7.0135, 0.4113], [4.3069, -6.3219, 1.1467], [3.4142, 2.2702, -0.2334], [3.5221, 3.3078, -0.8483], [3.9072, 1.0915, -0.6283], [2.8814, 2.2354, 1.0604], [3.7504, 0.1814, -0.1539], [4.5014, 1.0972, -1.4664], [2.9372, 3.1020, 1.5805], [2.9769, 1.4142, 1.6518], [-5.7737, 4.2273, 2.6300], [-4.7786, 4.2498, 3.4698], [-6.2436, 3.0182, 2.2515], [-6.2310, 5.3912, 2.0112], [-5.7717, 2.1926, 2.5864], [-7.0321, 2.7873, 1.6333], [-6.9525, 5.4191, 1.3131], [-5.7499, 6.2113, 2.2976], [-2.7052, 3.8274, 6.3538], [-2.2558, 3.1048, 7.2778], [-4.0854, 4.2334, 6.5453], [-2.0561, 4.2916, 5.2478], [-4.6665, 4.2904, 5.7366], [-4.5186, 3.9931, 7.4229], [-2.6425, 4.7858, 4.5859], [-1.2741, 3.7573, 4.8412], [6.3530, -3.7735, -1.1170], [6.5839, -2.5629, -0.9665], [5.2417, -4.1170, -1.9695], [7.1086, -4.7481, -0.5835], [4.4834, -3.4209, -1.9599], [5.0370, -5.1222, -1.7975], [7.9966, -4.4001, -0.2572], [7.0101, -5.7090, -0.8792], [-3.7975, 0.5301, 3.5751], [-4.8032, 0.6288, 2.8272], [-3.0754, -0.6151, 3.6713], [-3.5010, 1.5583, 4.3782], [-2.4176, -0.7466, 4.4608], [-3.2878, -1.4358, 3.1178], [-4.0806, 2.3796, 4.3873], [-2.8665, 1.4166, 5.1874], [-1.0605, -0.3495, 7.2100], [-1.6439, -0.2200, 6.1273], [-0.9030, 0.7401, 8.0001], [-0.5757, -1.6042, 7.5894], [-0.1470, 0.7351, 8.7151], [-1.0993, 1.6819, 7.6195], [-0.1651, -1.7377, 8.5289], [-0.3461, -2.2182, 6.8091], [0.1534, -6.4968, -1.0521], [1.2744, -6.9374, -0.7824], [-0.6967, -6.1297, 0.0118], [-0.4783, -6.3744, -2.2625], [-0.2427, -6.2668, 0.9346], [-1.6233, -5.7216, -0.0521], [-1.4897, -6.2713, -2.2029], [-0.0985, -6.7008, -3.1373], [-5.2213, -0.1850, -0.7605], [-5.3835, -0.7138, -1.8807], [-5.2994, 1.1887, -0.6663], [-5.1025, -0.8157, 0.4149], [-5.1369, 1.8134, -1.4472], [-4.8967, 1.5803, 0.1643], [-4.9222, -1.7807, 0.3197], [-5.0409, -0.2839, 1.2562]]
}

---

Number 1: E_HOMO -8.21 eV, HOMO-LUMO gap 8.706 eV. Number 2: E_HOMO -8.73 eV, HOMO-LUMO gap 9.080 eV.